Run w
# C4H8O

A structure of composition C4H8O (ωB97M-V/def2-TZVPD, the Open Molecules 2025 dataset).

Structure (ORCA input):
```
! wB97M-V def2-TZVPD RIJCOSX def2/J DEFGRID3
* xyz 0 1
C -1.7593 0.0988 0.2798
C -0.4879 -0.3580 -0.4320
C 0.7537 -0.2009 0.4623
C 2.0025 0.0319 -0.1516
O 2.0483 1.2141 -0.6503
H -1.7053 1.1650 0.5253
H -1.8987 -0.4501 1.2184
H -2.6451 -0.0704 -0.3424
H -0.6035 -1.4118 -0.7264
H -0.3588 0.2110 -1.3608
H 1.0140 1.2370 0.0566
H 0.7370 -0.8766 1.3196
H 2.9032 -0.5899 -0.1984
*
```

Run x
# C4H8O

The molecule C4H8O (ωB97M-V/def2-TZVPD, the Open Molecules 2025 dataset).

## Properties
Structure (SMILES): C[C@H]1CCO1

Structure (ORCA input):
```
! wB97M-V def2-TZVPD RIJCOSX def2/J DEFGRID3
* xyz 0 1
C -1.1062 -0.9523 1.1387
C -0.7700 0.1123 0.0612
C 0.5559 1.1242 -0.1163
C 1.3263 0.2580 -1.1040
O 0.2031 -0.6369 -0.9379
H -1.1316 -1.9098 0.5889
H -0.3457 -1.0307 1.9168
H -2.0862 -0.8767 1.6459
H -1.7153 0.2465 -0.5108
H 0.2150 2.0441 -0.5633
H 1.0532 1.1787 0.8389
H 2.3163 -0.1773 -0.8038
H 1.4851 0.6199 -2.1541
*
```

run x (0.0207 hartree below the next structure)

Run w
# C2H5N2S3

The ion C2H5N2S3 with charge +1 (ωB97M-V/def2-TZVPD, the Open Molecules 2025 dataset).

## Properties
Structure (SMILES): N/C=C(/S)S[NH+]=S

Structure (ORCA input):
```
! wB97M-V def2-TZVPD RIJCOSX def2/J DEFGRID3
* xyz 1 1
N -0.5821 1.1850 1.2041
C 0.5337 0.6352 0.7814
C 0.7966 -0.4977 0.0729
S 2.3320 -1.1391 -0.4503
S -0.6844 -1.5623 -0.3273
N -1.3256 -0.7104 -1.6243
S -1.2092 0.7850 -2.1553
H -1.5610 0.7851 1.1546
H -0.6057 2.0432 1.8122
H 1.4428 1.3031 1.0328
H 2.9842 -1.4691 0.6176
H -2.1212 -1.3581 -2.1185
*
```

Run x
# C2H5N2S3

The ion C2H5N2S3 with charge +1 (ωB97M-V/def2-TZVPD, the Open Molecules 2025 dataset).

## Properties
Structure (SMILES): N/C=C(/S)S[NH+]=S

Structure (ORCA input):
```
! wB97M-V def2-TZVPD RIJCOSX def2/J DEFGRID3
* xyz 1 1
N 0.1225 -0.9314 1.0783
C 0.2547 0.3524 0.7677
C 0.5882 0.9643 -0.4739
S 0.9090 2.6850 -0.4797
S 0.6047 -0.1230 -1.7809
N -0.7391 -1.1249 -1.5130
S -1.8071 -1.0407 -0.3151
H 0.7929 -1.6321 0.8016
H -0.3182 -1.1634 1.9733
H -0.1730 1.1502 1.4435
H 0.4544 2.8974 0.6581
H -0.6888 -2.0337 -2.1599
*
```

run w (0.0100 hartree below the next structure)

Run w
# C5H12N2O

The molecule C5H12N2O (ωB97M-V/def2-TZVPD, the Open Molecules 2025 dataset).

## Properties
Structure (SMILES): NCNCCCC=O

Structure (ORCA input):
```
! wB97M-V def2-TZVPD RIJCOSX def2/J DEFGRID3
* xyz 0 1
N 0.3119 -3.0618 1.0891
C -0.9510 -2.3255 0.7708
N -0.8572 -1.3195 -0.2777
C -0.3607 -0.0428 0.1706
C -0.3308 1.0510 -0.8661
C 0.8777 1.9860 -0.7878
C 0.7122 3.1252 0.1602
O 1.7312 3.7253 0.4703
H 1.2464 -2.5600 0.7381
H 0.3396 -3.8889 0.5441
H -1.3558 -1.9599 1.7727
H -1.6942 -3.0571 0.4078
H -0.4187 -1.6609 -1.1089
H 0.7915 -0.1453 0.6309
H -0.8845 0.3255 1.1406
H -1.2321 1.6447 -0.8172
H -0.3806 0.5952 -2.0110
H 1.9250 1.5255 -0.6912
H 0.8888 2.5840 -1.8168
H -0.3587 3.4594 0.4815
*
```

Run x
# C5H12N2O

A structure of composition C5H12N2O (ωB97M-V/def2-TZVPD, the Open Molecules 2025 dataset).

Structure (ORCA input):
```
! wB97M-V def2-TZVPD RIJCOSX def2/J DEFGRID3
* xyz 0 1
C 0.4816 0.5758 -0.3445
C -0.7889 -1.3881 0.7701
C 0.7382 2.0457 -0.3389
C 0.2161 -0.0524 -1.6660
C -0.0820 -0.0310 0.9201
N 1.6050 -0.2680 0.8813
N -2.0757 -1.1589 0.1153
O -0.6048 0.8003 1.7327
H 2.0783 -1.1362 0.6557
H 1.9958 0.3673 1.5666
H -2.6464 -1.9949 0.1373
H -2.5640 -0.4316 0.6371
H -0.8663 -1.7900 1.7919
H -0.2020 -2.0959 0.1743
H 0.7188 0.4684 -2.4798
H -0.1134 2.5470 -0.8088
H 1.6258 2.2687 -0.9352
H 0.8443 2.4274 0.6733
H -0.8684 -0.0519 -1.8106
H 0.5078 -1.1016 -1.6721
*
```

run w (0.0045 hartree below the next structure)